1.
A molecular structure, C42H49Cl5InN5O2SSb, computed with wB97M-V/def2-TZVPD.

Calculated values
Net charge   +1
Calculated total energy   -141045.1550 eV
F_max   0.53 eV/Å
E_LUMO   -2.660 eV
2S+1   1
Gap between HOMO and LUMO   7.10 eV

Atoms and positions in Å:
In 1.03190 1.25511 0.58402
C 2.57188 -0.11346 1.35226
C 3.39828 -0.43409 0.13718
C 3.03375 -1.69639 -0.26547
C 2.10982 -2.22859 0.72312
C 1.87454 -1.34920 1.72064
C 1.16906 -1.61426 3.03155
C 0.34033 -0.40721 3.47551
C 0.26112 -2.83953 2.91875
C 2.23846 -1.88648 4.10113
C 3.41237 -2.63305 -1.41485
C 4.33526 -3.73309 -0.86794
C 4.08741 -1.98785 -2.62506
C 2.12001 -3.29762 -1.94044
C 4.57212 0.47893 -0.24647
C 4.74841 1.60997 0.78076
C 4.42448 1.14925 -1.61816
C 5.87573 -0.33297 -0.18287
H 3.02813 0.47774 2.13923
H 1.69575 -3.22334 0.67613
H -0.42118 -0.15126 2.73512
H 0.97040 0.46518 3.64440
H -0.17002 -0.62319 4.41699
H -0.44916 -2.72130 2.09865
H -0.29094 -2.97938 3.84959
H 0.83722 -3.74774 2.73997
H 2.89826 -1.02614 4.22599
H 2.85030 -2.74426 3.82135
H 1.77038 -2.09436 5.06512
H 5.29904 -3.32444 -0.56553
H 4.51149 -4.49574 -1.62944
H 3.88981 -4.21817 0.00088
H 5.05714 -1.55641 -2.40163
H 3.46518 -1.20533 -3.05784
H 4.24526 -2.75273 -3.38718
H 1.75614 -4.07509 -1.27073
H 2.30737 -3.76731 -2.90702
H 1.31537 -2.56705 -2.05703
H 3.88465 2.27280 0.84337
H 5.59752 2.22529 0.48049
H 4.96601 1.22216 1.77660
H 3.49813 1.72216 -1.66665
H 4.41377 0.43728 -2.43762
H 5.25666 1.83676 -1.78118
H 5.98785 -0.78865 0.80199
H 6.73157 0.32330 -0.35283
H 5.91550 -1.12944 -0.91865
Cl -2.03571 2.75736 -0.67845
C -1.44312 3.34440 0.85421
C -0.27843 2.82069 1.38925
C 0.17866 3.43237 2.55403
Cl 1.73907 2.97930 3.17087
C -0.52476 4.43174 3.21727
Cl 0.06835 5.10988 4.67516
C -1.72168 4.89126 2.66899
Cl -2.62268 6.11033 3.46824
C -2.16492 4.37314 1.45790
Cl -3.56459 5.03504 0.70690
N 0.85682 0.13360 -2.69540
N 0.27691 1.27465 -3.23822
C 0.51144 2.48341 -2.71233
N 0.10852 3.54094 -3.40823
N 1.08571 2.50965 -1.49444
N 1.60500 3.68323 -1.02884
O 2.15331 3.55839 0.05850
O 1.52028 4.74048 -1.62149
H 1.30026 -0.40295 -3.42899
H 0.17600 -0.42429 -2.18336
H -0.41217 1.19507 -3.97611
H -0.21119 3.43109 -4.35506
H 0.31078 4.45853 -3.04017
S -0.75167 -0.74862 0.04721
Sb -2.98253 -0.33249 -0.29978
C -3.73300 0.83411 1.27137
C -3.18415 0.54393 2.51659
C -3.58403 1.27280 3.62639
C -4.53039 2.27820 3.49093
C -5.08487 2.55428 2.24996
C -4.68623 1.83404 1.13275
C -3.88081 -2.22372 -0.16186
C -3.46078 -3.10255 0.83155
C -4.06564 -4.34346 0.95081
C -5.08276 -4.70634 0.07805
C -5.49645 -3.83164 -0.91519
C -4.89679 -2.58621 -1.03808
C -3.38074 0.21889 -2.29468
C -4.11324 1.32657 -2.70395
C -4.25468 1.59632 -4.05878
C -3.66716 0.76393 -5.00075
C -2.94269 -0.34882 -4.59326
C -2.79949 -0.62377 -3.24003
H -2.43390 -0.23040 2.62643
H -3.15340 1.05626 4.59453
H -4.83924 2.84826 4.35695
H -5.81950 3.34124 2.14639
H -5.11425 2.07225 0.16854
H -2.65462 -2.83292 1.50314
H -3.74030 -5.02859 1.72179
H -5.55182 -5.67606 0.17147
H -6.28651 -4.11728 -1.59644
H -5.22683 -1.91005 -1.81893
H -4.56701 1.99185 -1.98297
H -4.82908 2.45583 -4.37662
H -3.78906 0.97231 -6.05540
H -2.50739 -1.01449 -5.32772
H -2.24340 -1.50186 -2.92681

***

2.
A molecular structure, C42H50F5N7O8P2S4Ti, computed with wB97M-V/def2-TZVPD.

Calculated values
Calculated total energy   -169807.6693 eV
F_max   0.71 eV/Å
E_LUMO   -0.046 eV
2S+1   1
Gap between HOMO and LUMO   7.01 eV

Atoms and positions in Å:
Ti 1.38864 -1.40702 -0.07418
C -2.19345 -4.93162 -1.86107
N -0.82890 -4.84868 -1.37673
C -0.48126 -5.84339 -0.36601
P 0.39240 -3.99565 -2.04421
O 1.41188 -3.57198 -1.05993
O -0.41772 -2.78606 -2.76182
P -0.94815 -1.34915 -2.31161
O -0.42821 -0.95639 -0.96508
N -2.57404 -1.35690 -2.20178
C -3.27141 -1.52086 -0.92526
C -3.40965 -1.48405 -3.38253
N -0.52208 -0.43544 -3.59078
C 0.17481 -0.88650 -4.78468
C -1.04154 0.92596 -3.65364
N 1.08829 -4.79520 -3.29255
C 2.45095 -4.47518 -3.70492
C 0.25556 -5.35449 -4.34325
H -2.87807 -4.85081 -1.01345
H -2.38930 -5.88579 -2.36285
H -2.40887 -4.12174 -2.55342
H -0.51551 -6.85609 -0.77918
H -1.18841 -5.76497 0.46093
H 0.50963 -5.63599 0.03021
H -2.56715 -1.48041 -0.09776
H -3.79736 -2.47958 -0.90643
H -4.00326 -0.72226 -0.80118
H -2.82439 -1.31971 -4.28658
H -4.21405 -0.74545 -3.35131
H -3.86653 -2.47726 -3.44133
H 0.64641 -1.84837 -4.61123
H 0.95695 -0.16620 -5.03527
H -0.51049 -0.96633 -5.63552
H -1.37072 1.24966 -2.66787
H -1.87401 1.00128 -4.36117
H -0.24682 1.60223 -3.97164
H 2.98184 -4.00253 -2.88505
H 2.45925 -3.79220 -4.56034
H 2.96422 -5.39598 -3.98709
H -0.71987 -5.63868 -3.95361
H 0.72891 -6.25118 -4.74655
H 0.10887 -4.64339 -5.16435
C 4.52119 -2.62223 -0.08382
C 3.90918 -2.68038 1.28158
C 4.74824 -2.84562 2.40589
C 4.21670 -2.81224 3.65843
C 2.81886 -2.71172 3.82814
C 2.18781 -2.70645 5.09119
C 0.82420 -2.65986 5.16344
C 0.03972 -2.64138 3.99553
C 0.62130 -2.65031 2.75166
S -0.28248 -2.66400 1.25786
C 2.03481 -2.64796 2.66417
N 2.60291 -2.56120 1.41886
H 5.27190 -3.40810 -0.18310
H 5.01236 -1.65983 -0.22957
H 3.77413 -2.75067 -0.86465
H 5.81288 -2.94659 2.24553
H 4.85273 -2.87944 4.53297
H 2.80017 -2.72615 5.98359
H 0.33114 -2.63580 6.12638
H -1.03830 -2.60051 4.07510
S 0.18790 1.39512 4.44029
C -0.63014 2.24850 3.29926
N -0.18395 3.38851 2.74161
C -1.04530 4.17927 1.88329
C -2.43712 4.15311 2.46234
N -2.87317 2.76753 2.53641
C -4.27246 2.51147 2.24612
C -4.61564 2.81913 0.81051
C -5.70902 3.61590 0.49741
C -6.02972 3.89393 -0.82554
C -5.24665 3.38244 -1.84754
C -4.14313 2.59524 -1.53976
C -3.82684 2.31225 -0.22075
C -1.99427 1.77925 2.80391
S -2.31806 0.17445 2.65281
C 1.13538 3.95110 3.03403
C 1.02167 5.16921 3.91618
C 1.23228 6.44297 3.40032
C 1.08864 7.56797 4.20270
C 0.72983 7.42546 5.53373
C 0.52181 6.15594 6.05937
C 0.66744 5.03472 5.25816
H -1.03793 3.79604 0.85700
H -0.66850 5.20144 1.87574
H -3.13098 4.69240 1.81668
H -2.44216 4.62407 3.45171
H -4.88369 3.12963 2.91036
H -4.45889 1.46283 2.47602
H -6.31633 4.02507 1.29667
H -6.88470 4.51681 -1.05389
H -5.48680 3.60188 -2.87977
H -3.52640 2.20115 -2.33841
H -2.96479 1.70218 0.02696
H 1.60516 4.20447 2.08293
H 1.72792 3.16855 3.49759
H 1.52849 6.55389 2.36283
H 1.26000 8.55268 3.78717
H 0.61748 8.29883 6.16309
H 0.24999 6.04061 7.10086
H 0.51048 4.04174 5.66143
F 4.46760 2.69531 -4.79277
C 3.87386 1.72984 -4.08373
C 2.81189 2.02422 -3.24675
F 2.37376 3.28261 -3.14742
C 2.19867 1.02024 -2.52155
F 1.18240 1.33828 -1.71048
C 2.60316 -0.31475 -2.60737
O 1.99774 -1.29782 -1.97131
C 3.68779 -0.57478 -3.44958
F 4.14246 -1.83333 -3.56185
C 4.31299 0.42096 -4.17607
F 5.34311 0.12079 -4.97273
O 2.97284 -0.17479 0.07900
S 2.45173 0.63095 1.28624
O 3.17566 0.30116 2.47435
O 1.06536 -0.08658 1.26576
O 2.29427 2.01478 0.95934

***

3.
A molecular structure, C42H50GeN3O4PtSi, computed with wB97M-V/def2-TZVPD.

Calculated values
Net charge   +1
Calculated total energy   -124659.9782 eV
F_max   0.47 eV/Å
E_LUMO   -3.870 eV
2S+1   1
Gap between HOMO and LUMO   5.50 eV

Atoms and positions in Å:
Pt 0.12504 0.42606 0.87890
C 3.37613 -2.64406 1.36501
N 2.05956 -3.27058 1.48314
C 2.00730 -4.65349 1.93183
C 0.99118 -2.51493 1.26340
O 1.17924 -1.36467 0.81308
C -0.37857 -3.09860 1.58745
O -1.39700 -2.21810 1.19948
C -2.38990 -1.97681 2.16296
C -1.83630 -1.31103 3.42784
O -0.63906 -1.04916 3.51950
N -2.72470 -1.08269 4.41090
C -2.28866 -0.51599 5.67926
C -4.14013 -1.39632 4.27944
H 4.11812 -3.32909 1.76644
H 3.60780 -2.42237 0.32501
H 3.39703 -1.71186 1.92709
H 2.16865 -4.72293 3.00948
H 1.05652 -5.11345 1.68237
H 2.78691 -5.21582 1.42129
H -0.50493 -4.05170 1.06839
H -0.38995 -3.28379 2.66494
H -3.10152 -1.29896 1.69097
H -2.92025 -2.89832 2.43202
H -1.20891 -0.41517 5.66921
H -2.74150 0.46451 5.83032
H -2.58634 -1.17136 6.49898
H -4.52638 -1.10419 3.30421
H -4.34093 -2.45785 4.44254
H -4.68743 -0.82959 5.02897
C 0.00116 3.23591 4.06062
Si 0.78399 2.86729 2.39575
C 1.77015 4.34259 1.79853
C 2.02793 1.46613 2.59867
N -0.47169 2.28585 1.29985
C -1.64478 2.97762 1.17382
C -1.74842 4.35282 1.49347
C -2.92549 5.06131 1.37045
C -4.08944 4.45746 0.90610
C -4.03507 3.11589 0.58192
C -2.85005 2.41869 0.73219
O -2.92318 1.02311 0.40698
C -2.74960 0.78322 -0.87646
C -1.56576 1.28763 -1.57502
C -1.65778 1.20688 -3.03745
C -2.59978 0.46534 -3.65687
C -3.57934 -0.21033 -2.87724
C -3.64959 -0.07837 -1.51607
H 0.68471 2.96385 4.86880
H -0.91459 2.65658 4.18535
H -0.24953 4.29036 4.18487
H 2.66287 4.44672 2.42167
H 1.23314 5.28943 1.83919
H 2.10568 4.18366 0.77196
H 2.69258 1.77069 3.41386
H 2.64609 1.32227 1.70983
H 1.60319 0.50457 2.91515
H -0.86818 4.87526 1.83709
H -2.93186 6.11128 1.63348
H -5.00846 5.01531 0.80108
H -4.91107 2.58466 0.22916
H -1.19850 2.25055 -1.22739
H -0.91170 1.73182 -3.61847
H -2.61460 0.38100 -4.73384
H -4.32088 -0.81792 -3.38229
H -4.43517 -0.53731 -0.93228
C -0.52091 0.14405 -1.00804
Ge 1.04844 -0.36139 -2.15299
C 0.88715 0.02214 -4.07605
C 0.14226 -0.80569 -4.91670
C 0.04776 -0.54440 -6.27539
C 0.70268 0.55398 -6.81881
C 1.46193 1.37703 -6.00034
C 1.55564 1.10894 -4.63983
C 2.61860 0.62575 -1.56207
C 2.43694 1.92110 -1.07581
C 3.52489 2.73126 -0.78063
C 4.81605 2.24971 -0.94128
C 5.01359 0.95932 -1.40948
C 3.92268 0.16142 -1.72804
C 1.08501 -2.33369 -2.15844
C -0.10856 -3.04811 -2.02918
C -0.13993 -4.43443 -2.11943
C 1.02985 -5.14502 -2.34496
C 2.22217 -4.45322 -2.50032
C 2.24260 -3.06679 -2.41736
H -1.11120 -0.77642 -0.98120
H -0.36282 -1.67650 -4.51159
H -0.52796 -1.20213 -6.91468
H 0.63186 0.75834 -7.87925
H 1.98932 2.22345 -6.42135
H 2.16351 1.75458 -4.01522
H 1.43428 2.30330 -0.90800
H 3.36795 3.74232 -0.42728
H 5.66380 2.87963 -0.70573
H 6.01762 0.57615 -1.53914
H 4.11078 -0.82699 -2.12359
H -1.04419 -2.53039 -1.84791
H -1.08391 -4.95795 -2.02399
H 1.00906 -6.22444 -2.42298
H 3.13923 -4.99170 -2.70531
H 3.18578 -2.56271 -2.57849

***

4.
A molecular structure, C42H50I2IrN7O6Si2Te, computed with wB97M-V/def2-TZVPD.

Calculated values
Net charge   +1
Calculated total energy   -109163.8912 eV
F_max   1.45 eV/Å
E_LUMO (spin up / spin down)   -3.395 / -4.688 eV
2S+1   6
Gap between HOMO and LUMO (spin up / spin down)   5.89 / 5.48 eV

Atoms and positions in Å:
Ir -0.14400 0.46853 -0.37944
I -5.10128 1.62892 -0.36953
C -3.93621 1.11944 1.28239
C -4.51622 0.96346 2.54828
C -3.75549 0.58074 3.61884
I -4.70342 0.30930 5.46709
C -2.35777 0.38392 3.48050
C -1.48352 -0.01617 4.51177
C -0.14612 -0.15806 4.26004
C 0.33960 0.11885 2.97430
N -0.45168 0.47382 1.98664
C -1.78376 0.58385 2.20610
C -2.59066 0.87343 1.06244
O -2.07380 0.85880 -0.14886
H -5.57823 1.12665 2.66879
H -1.87368 -0.21923 5.49989
H 0.52984 -0.47742 5.04102
H 1.40128 0.05166 2.75418
C 0.88090 0.36589 8.59313
O 1.46848 -0.28773 7.47657
C 2.41805 0.36793 6.78067
C 2.91085 1.63227 7.10446
C 3.85437 2.23982 6.29695
C 4.28715 1.61823 5.11855
C 3.81846 0.31451 4.82510
C 2.91356 -0.29921 5.65206
N 5.15868 2.26732 4.29103
N 5.42172 1.86629 3.11138
C 4.60333 1.77599 2.08222
C 5.01492 0.99338 0.96689
C 4.12062 0.60532 0.01349
C 2.76383 1.02143 0.03727
O 1.90055 0.47591 -0.77394
C 2.43336 2.06120 0.94908
N 1.25310 2.75725 0.79519
C 0.89850 3.73912 1.63591
C 1.69229 4.08551 2.69887
C 2.90302 3.42431 2.88978
C 3.29967 2.42190 2.01587
H 0.12028 -0.31127 8.96783
H 0.41315 1.30764 8.29638
H 1.61628 0.55318 9.37782
H 2.56266 2.14481 7.99058
H 4.25027 3.21498 6.55061
H 4.20826 -0.20098 3.95642
H 2.57155 -1.30955 5.46020
H 6.03404 0.63060 0.96283
H 4.41275 -0.06064 -0.78878
H -0.04898 4.21628 1.42495
H 1.38111 4.87672 3.36464
H 3.54954 3.72106 3.70366
C -2.81427 3.93120 -2.89809
Si -2.32882 2.93934 -4.40239
C -0.70087 3.50443 -5.15101
C -3.70532 2.94437 -5.67578
C -2.16094 1.08251 -3.91704
Te -0.26795 0.44652 -3.20717
C 0.58862 -0.07102 -5.08834
Si -0.01778 -1.66766 -5.97615
C -1.84583 -1.96287 -5.66202
C 0.96118 -3.15163 -5.40249
C 0.31828 -1.29349 -7.78177
H -2.68943 5.00262 -3.07983
H -2.20671 3.65576 -2.03772
H -3.86245 3.76138 -2.64562
H -0.71703 4.57975 -5.34285
H -0.50031 3.00734 -6.10361
H 0.13399 3.30028 -4.47346
H -3.89971 3.96090 -6.02945
H -4.63482 2.56645 -5.24274
H -3.46509 2.33048 -6.54702
H -2.41723 0.46459 -4.77647
H -2.86532 0.87562 -3.10454
H 1.65046 -0.18190 -4.85648
H 0.45536 0.80056 -5.73264
H -2.08527 -1.85625 -4.60074
H -2.11906 -2.97863 -5.95753
H -2.48099 -1.27755 -6.22863
H 0.84682 -3.29992 -4.32855
H 2.02731 -3.03869 -5.61337
H 0.61162 -4.05198 -5.91449
H -0.28052 -0.45111 -8.13730
H 0.08196 -2.15701 -8.40940
H 1.37087 -1.04803 -7.94366
N 0.06227 3.24010 -1.20401
C 0.35481 2.40711 -0.30791
H 0.48026 4.16953 -1.11926
C -0.11048 -4.15239 2.43378
C -1.16182 -4.61089 1.42318
C -0.98624 -3.97166 0.03741
C -2.20527 -4.34240 -0.85472
C -2.16512 -3.81565 -2.28921
C 0.25855 -4.52922 -0.61867
O 0.61011 -5.67929 -0.53340
N 0.95255 -3.63607 -1.41485
C 0.68239 -2.28716 -1.54693
O 1.21799 -1.68356 -2.47953
N -0.15441 -1.69598 -0.65017
C -0.97671 -2.45409 0.16555
O -1.74582 -1.91377 0.93313
H -0.26192 -4.65749 3.38776
H -0.18057 -3.07770 2.60970
H 0.89808 -4.38886 2.08472
H -2.15714 -4.36216 1.78903
H -1.09481 -5.69106 1.29776
H -3.09231 -3.95213 -0.35417
H -2.27730 -5.43125 -0.86950
H -2.05864 -2.72721 -2.30844
H -3.09465 -4.06353 -2.80127
H -1.34479 -4.25405 -2.86129
H 1.70906 -4.00547 -1.97239